{"formula": "C6H11NO", "method": "the ωB97M-V functional and the def2-TZVPD basis", "fmax_ev_per_a": 1.31, "de_lowest_kcal_mol": 44.48, "smiles": "CN/C=C/CCC=O", "orbital_gap_ev": 9.17, "lumo_ev": 1.018, "e_tot_ev": -9936.5254, "spin_multiplicity": 1, "elements": ["O", "C", "C", "C", "C", "C", "N", "C", "H", "H", "H", "H", "H", "H", "H", "H", "H", "H", "H"], "xyz": [[2.554917, 2.720192, -2.079343], [1.888157, 2.506812, -1.105507], [1.830638, 1.206124, -0.326828], [1.127237, 0.116077, -1.133583], [0.376500, -0.896735, -0.312803], [-0.667128, -0.548918, 0.447142], [-1.306245, -1.335612, 1.385239], [-2.753067, -1.477018, 1.314755], [1.211638, 3.299732, -0.707710], [1.179741, 1.449708, 0.520878], [2.835989, 0.993082, 0.037277], [1.874575, -0.385390, -1.753877], [0.489487, 0.602627, -1.871405], [0.729177, -1.919199, -0.296897], [-1.092135, 0.441871, 0.308593], [-0.844271, -2.194102, 1.639275], [-3.122715, -1.492334, 0.292811], [-3.266271, -0.675081, 1.847450], [-3.046233, -2.411831, 1.794538]], "forces_ev_per_angstrom": [[0.17, -0.11, -0.12], [-0.16, 0.05, 0.16], [-0.58, 1.12, 0.35], [0.63, -0.47, -0.64], [-0.13, 0.27, 0.35], [0.19, -0.22, -0.62], [-0.28, -0.24, 0.36], [-0.08, 0.06, 0.28], [0.10, -0.01, -0.15], [0.34, -0.23, 0.17], [-0.05, -0.40, -0.06], [-0.06, -0.06, 0.06], [-0.37, 0.05, 0.07], [0.16, -0.07, 0.12], [-0.09, 0.10, 0.22], [0.18, 0.06, -0.30], [-0.04, -0.07, -0.23], [0.04, 0.12, 0.00], [0.04, 0.06, -0.03]], "nbo_charge": [-0.5183, 0.4543, -0.5020, -0.4271, -0.2835, 0.0145, -0.6197, -0.4083, 0.0927, 0.2057, 0.2323, 0.2235, 0.2113, 0.1977, 0.1746, 0.3752, 0.1828, 0.1899, 0.2045]}

{"formula": "C16H43N7O2P2", "method": "the ωB97M-V functional and the def2-TZVPD basis", "fmax_ev_per_a": 2.90, "total_charge": -1, "orbital_gap_ev": [1.97, 8.63], "lumo_ev": [2.648, 2.563], "e_tot_ev": -50391.6329, "spin_multiplicity": 2, "elements": ["C", "C", "C", "C", "N", "H", "H", "H", "H", "H", "H", "H", "O", "P", "N", "C", "C", "N", "C", "C", "N", "C", "C", "H", "H", "H", "H", "H", "H", "H", "H", "H", "H", "H", "H", "H", "H", "H", "H", "H", "H", "O", "P", "N", "C", "C", "N", "C", "C", "N", "C", "C", "H", "H", "H", "H", "H", "H", "H", "H", "H", "H", "H", "H", "H", "H", "H", "H", "H", "H"], "xyz": [[21.126986, -2.476649, -5.113095], [21.638315, -3.570961, -4.231364], [21.328681, -4.938067, -4.743961], [19.915693, -5.289342, -4.300155], [18.818827, -5.482123, -3.949812], [20.636728, -2.835063, -6.018240], [22.040176, -2.168597, -5.622312], [20.670863, -1.577805, -4.698208], [21.229994, -3.289042, -3.260853], [22.718723, -3.573860, -4.087062], [22.046877, -5.717868, -4.490576], [21.415542, -4.999632, -5.828751], [14.307078, -1.003266, -2.854433], [15.752864, -1.155171, -2.804706], [16.187496, -2.495965, -3.801175], [15.576648, -3.817854, -3.594680], [17.468851, -2.628663, -4.507654], [16.460018, -1.276317, -1.230657], [17.668132, -2.131377, -1.032669], [15.538541, -1.189381, -0.052856], [16.584216, 0.221981, -3.348390], [15.803218, 1.200968, -4.062157], [18.105690, 0.291227, -3.477592], [16.181240, -4.397859, -2.897426], [15.516034, -4.503782, -4.439612], [14.569768, -3.764600, -3.180593], [18.319050, -2.927032, -3.894278], [17.553779, -1.762110, -5.163376], [17.439428, -3.472984, -5.196403], [18.286443, -1.912143, -1.903150], [18.147944, -1.895384, -0.082823], [17.461724, -3.199486, -0.964566], [16.039668, -0.595135, 0.711243], [14.710731, -0.531359, -0.317124], [15.246448, -2.112590, 0.447603], [15.024574, 1.739683, -3.522151], [16.465666, 1.979713, -4.440059], [15.298323, 0.553235, -4.778831], [18.480981, -0.405102, -4.227517], [18.583664, 0.076448, -2.521813], [18.404740, 1.265884, -3.863255], [25.737344, -0.069112, -1.487177], [26.520759, 0.611070, -2.521255], [26.193493, 2.269266, -2.562967], [26.525346, 3.037672, -1.347853], [25.243390, 2.918931, -3.488568], [26.223818, -0.098429, -4.074101], [24.986542, -0.836291, -4.174724], [26.518634, 0.366846, -5.417635], [28.224906, 0.442472, -2.334285], [29.194539, 1.186711, -3.108492], [28.734688, -0.331019, -1.134546], [27.605386, 3.036253, -1.200844], [26.053629, 2.504874, -0.522185], [26.334292, 4.102844, -1.478302], [24.387909, 2.303700, -3.767376], [25.747656, 3.387852, -4.333519], [24.681398, 3.649664, -2.906931], [24.815448, -1.269421, -5.160232], [25.164872, -1.682874, -3.511706], [24.102949, -0.243735, -3.937556], [25.628427, 0.775591, -5.895713], [27.347296, 1.071123, -5.344102], [26.754573, -0.512944, -6.016319], [29.510001, 0.710353, -4.036760], [28.738937, 2.123461, -3.429480], [30.058061, 1.452039, -2.498540], [28.471949, 0.042785, -0.144933], [29.815819, -0.338457, -1.273116], [28.310624, -1.332136, -1.212121]], "forces_ev_per_angstrom": [[1.51, 0.55, -2.28], [0.23, 0.64, 1.35], [-1.75, -1.27, 0.23], [-0.63, -0.46, -0.15], [2.09, 0.22, -0.61], [-0.92, -0.11, 0.38], [0.18, 0.94, -0.09], [-0.11, -0.39, 0.24], [0.00, -1.08, 0.44], [0.13, 0.56, -0.19], [-0.17, -0.06, 0.86], [-0.51, 0.40, -0.16], [-1.18, 0.40, 0.54], [2.86, -0.41, -0.19], [0.11, -0.08, 0.02], [-0.11, -0.09, 1.35], [-0.75, -0.05, -0.60], [-1.00, -1.47, 0.58], [-1.15, 0.67, -0.42], [1.06, 1.24, -0.60], [1.63, -0.76, 0.81], [-0.30, -0.59, -0.73], [-1.53, -0.20, -0.04], [0.10, -0.09, 0.36], [0.17, 0.75, -0.72], [0.02, 0.38, 0.02], [0.22, 0.78, 0.22], [0.71, -0.01, 0.35], [-0.54, -0.12, -0.05], [0.49, -0.40, 0.44], [0.19, 0.48, -0.18], [-0.23, -0.21, -0.32], [0.42, -0.06, 0.19], [-0.34, -0.61, -0.17], [-0.21, -0.32, -0.54], [0.05, -0.30, 0.65], [-0.07, -0.33, -0.56], [-0.36, 1.17, -1.04], [-0.02, -0.04, 0.22], [-0.02, 0.23, -0.04], [-0.21, 0.16, 0.44], [0.30, -0.59, 0.54], [1.01, 0.22, -2.23], [0.35, 0.13, -0.92], [0.72, -0.93, -0.71], [-0.30, -0.29, 1.03], [-0.36, 1.18, 0.57], [-0.10, -1.28, 1.07], [0.70, 0.33, 0.71], [-1.12, -0.05, 1.73], [-0.64, 0.57, -0.02], [-0.56, 0.17, -1.77], [0.25, -0.36, 0.18], [-0.15, 0.76, 0.46], [-0.75, -0.24, 0.16], [0.46, -0.64, -0.56], [-0.21, -0.06, -0.11], [0.38, 0.54, -0.03], [0.35, 0.22, -0.19], [-1.09, -0.14, 0.26], [-0.20, -0.14, 0.23], [0.03, 0.60, 0.04], [0.01, 0.12, -0.64], [0.48, 0.05, -0.13], [0.19, -0.45, 0.06], [-0.03, 0.27, 0.01], [0.09, -0.11, -0.04], [-0.09, 0.49, -0.17], [-0.04, -0.30, 0.30], [0.32, -0.14, 0.16]], "mulliken_spin": [0.6645, 0.1133, 0.5338, -0.1254, -0.0431, -0.0696, -0.5227, 0.2556, 0.1730, -0.5158, -0.0657, -0.0444, 0.0036, 0.0274, -0.0520, 0.0195, 0.0864, -0.0474, -0.0268, 0.0062, -0.1240, 0.0045, 0.2773, -0.0063, -0.0089, 0.0069, -0.0664, 0.0417, -0.0530, 0.0851, -0.0527, 0.0248, -0.0036, 0.0070, -0.0034, 0.0035, 0.0195, -0.0069, 0.0957, 0.0222, -0.1528, -0.1288, 0.2739, -0.5670, 0.1220, 0.7039, -0.5712, 0.7198, 0.4875, -0.1152, 0.0864, 0.0503, 0.0111, 0.0090, 0.0041, -0.2828, 0.0271, -0.0089, -0.4083, 0.1823, 0.0676, -0.0188, -0.0176, -0.1257, 0.0211, 0.0088, -0.0137, 0.0007, -0.0197, 0.0215]}

{"formula": "C22H23I2N4O5RbS", "method": "the ωB97M-V functional and the def2-TZVPD basis", "fmax_ev_per_a": 0.23, "total_charge": -2, "de_lowest_kcal_mol": 2.98, "orbital_gap_ev": 5.82, "lumo_ev": 3.394, "e_tot_ev": -67080.6620, "spin_multiplicity": 1, "elements": ["Rb", "I", "C", "C", "C", "I", "C", "O", "C", "C", "N", "C", "C", "C", "C", "C", "C", "N", "C", "H", "H", "H", "H", "H", "H", "H", "H", "H", "H", "H", "C", "C", "C", "C", "C", "C", "C", "S", "O", "O", "N", "C", "C", "O", "O", "H", "H", "H", "H", "H", "H", "H", "H", "H", "N", "H", "H", "H"], "xyz": [[0.584093, -1.342264, 1.078557], [8.492343, 1.976352, 3.193432], [6.782182, 0.933509, 2.556015], [6.245082, -0.064146, 3.355319], [5.124433, -0.738166, 2.914227], [4.283196, -2.243775, 4.103768], [4.464286, -0.476754, 1.670188], [3.435202, -1.094665, 1.281991], [5.073357, 0.570978, 0.893675], [4.445167, 0.914797, -0.435324], [3.081558, 1.444067, -0.401115], [2.854449, 2.471342, 0.609128], [1.379338, 2.761331, 0.647600], [0.808549, 3.737636, -0.158606], [-0.570425, 3.878656, -0.168905], [-1.332499, 3.039203, 0.622582], [-0.676927, 2.103646, 1.407933], [0.647558, 1.965787, 1.432418], [6.191994, 1.245891, 1.335838], [6.690404, -0.314565, 4.308501], [5.081211, 1.651044, -0.941208], [4.412016, 0.019727, -1.060393], [2.426284, 0.690886, -0.227066], [3.179431, 2.162139, 1.610102], [3.419077, 3.368372, 0.331741], [1.443729, 4.348721, -0.787429], [-1.040882, 4.615809, -0.809047], [-2.413195, 3.060299, 0.611057], [-1.254168, 1.414559, 2.011521], [6.612501, 2.031584, 0.716625], [-6.693582, 0.037721, -4.574155], [-5.611708, -0.145492, -3.540005], [-4.275507, -0.256994, -3.911670], [-3.277563, -0.401587, -2.958440], [-3.600242, -0.431075, -1.609128], [-4.930411, -0.322402, -1.224971], [-5.923623, -0.184357, -2.184239], [-2.308187, -0.684788, -0.379246], [-1.153917, 0.004353, -0.959277], [-2.873552, -0.028503, 0.803871], [-1.977569, -2.168125, -0.239386], [-2.805576, -3.038099, 0.582870], [-2.057906, -3.852504, 1.681096], [-2.688590, -4.847349, 2.086535], [-0.932104, -3.449187, 2.086786], [-6.327895, -0.216335, -5.569816], [-7.041654, 1.073928, -4.602025], [-7.558690, -0.591762, -4.357372], [-4.010509, -0.230626, -4.964100], [-2.236349, -0.483095, -3.243189], [-5.167089, -0.336977, -0.169028], [-6.961402, -0.102434, -1.875286], [-3.298896, -3.786965, -0.042921], [-3.597616, -2.493320, 1.113746], [1.882322, -4.345314, 1.300298], [0.922203, -4.120887, 1.582725], [2.492832, -3.586366, 1.594865], [2.143441, -5.143457, 1.868341]], "forces_ev_per_angstrom": [[0.08, -0.08, 0.05], [-0.06, -0.03, -0.02], [0.08, 0.04, 0.05], [0.00, 0.02, -0.04], [-0.08, -0.09, 0.02], [0.04, 0.05, -0.03], [0.05, 0.04, 0.11], [-0.13, -0.01, -0.10], [-0.01, -0.01, -0.06], [-0.03, 0.02, 0.05], [-0.05, 0.08, -0.02], [0.01, -0.03, -0.04], [0.01, 0.05, 0.01], [-0.01, -0.01, 0.03], [0.02, 0.00, 0.00], [-0.02, 0.01, -0.01], [0.03, 0.01, -0.01], [-0.06, -0.05, -0.03], [-0.01, -0.01, 0.00], [0.00, 0.00, 0.00], [0.01, -0.01, 0.00], [0.00, 0.00, -0.01], [0.19, -0.09, 0.03], [-0.01, 0.01, 0.02], [-0.01, 0.01, 0.00], [0.00, 0.00, 0.00], [-0.01, 0.00, 0.00], [0.00, 0.00, 0.01], [0.00, -0.01, -0.01], [-0.01, 0.00, 0.00], [0.04, 0.01, 0.04], [-0.02, 0.00, -0.01], [0.03, -0.01, 0.01], [0.01, 0.00, 0.01], [0.00, -0.10, -0.02], [0.02, 0.00, 0.00], [0.00, 0.00, -0.01], [0.10, 0.06, 0.07], [-0.03, 0.06, -0.01], [-0.08, -0.03, 0.02], [-0.03, 0.07, 0.01], [0.03, -0.02, 0.01], [-0.07, -0.09, 0.02], [0.02, 0.02, 0.04], [-0.02, 0.16, -0.17], [-0.02, 0.00, -0.01], [-0.01, 0.00, -0.01], [0.00, 0.00, -0.01], [-0.01, 0.00, 0.00], [0.00, 0.00, -0.01], [-0.01, 0.00, 0.00], [0.00, 0.00, 0.01], [-0.03, 0.02, -0.01], [0.03, 0.02, 0.02], [-0.03, 0.02, 0.06], [0.03, -0.07, 0.00], [0.00, 0.00, -0.01], [0.02, 0.00, -0.02]], "nbo_charge": [0.9451, 0.0332, -0.2259, -0.2783, -0.2636, 0.0806, 0.4352, -0.8091, -0.1598, -0.2289, -0.6123, -0.2556, 0.2195, -0.2580, -0.1737, -0.2521, 0.0647, -0.4598, -0.2307, 0.2192, 0.1685, 0.2119, 0.3705, 0.1960, 0.1746, 0.2042, 0.1986, 0.2238, 0.2185, 0.2015, -0.6192, -0.0466, -0.2327, -0.1764, -0.3275, -0.1325, -0.2502, 2.3026, -1.0385, -1.0421, -1.0042, -0.3517, 0.7746, -0.7752, -0.8549, 0.2040, 0.2041, 0.2059, 0.1919, 0.2351, 0.2266, 0.1913, 0.1819, 0.1856, -1.1170, 0.4029, 0.3619, 0.3422]}